Record 1
Entry from the OMol25 dataset: a structure of composition C47H43I2KN10O4S2Se2 (ωB97M-V with the def2-TZVPD basis set).

ORCA input file:
```
! wB97M-V def2-TZVPD RIJCOSX def2/J DEFGRID3
* xyz -2 1
K 0.1960 0.2576 -0.8792
Se 5.5748 0.1985 3.4600
Se 5.3277 2.2229 2.3276
C 5.2900 1.6941 0.4673
C 5.8702 2.5921 -0.4222
C 5.7213 2.3496 -1.7796
C 5.0164 1.2280 -2.1818
C 4.5140 0.3803 -1.2028
N 4.6539 0.6039 0.1046
C 3.7038 -0.1817 3.7963
C 3.3263 -0.6446 5.0499
C 1.9803 -0.9344 5.2523
C 1.0822 -0.7510 4.2116
C 1.5797 -0.2883 2.9992
N 2.8643 -0.0117 2.7989
H 6.4039 3.4623 -0.0636
H 6.1354 3.0376 -2.5066
H 4.8272 1.0070 -3.2227
H 3.9505 -0.5009 -1.4765
H 4.0528 -0.7586 5.8438
H 1.6415 -1.2904 6.2180
H 0.0204 -0.9442 4.3018
H 0.9316 -0.1750 2.1398
I 2.6901 2.5882 -5.1674
C 0.6793 2.6982 -4.6363
C -0.2243 3.1566 -5.5831
C -1.5640 3.2585 -5.3091
I -2.8414 3.9761 -6.8000
C -2.0376 2.9062 -4.0179
C -3.3965 2.9572 -3.6366
C -3.7669 2.6435 -2.3561
C -2.7725 2.2829 -1.4382
N -1.5022 2.1997 -1.7610
C -1.1184 2.4781 -3.0187
C 0.3253 2.3162 -3.3264
O 1.1407 1.9226 -2.4680
H 0.1453 3.4384 -6.5619
H -4.1395 3.2401 -4.3708
H -4.8064 2.6641 -2.0534
H -3.0113 2.0543 -0.4013
N -2.6181 -7.0990 -2.3882
C -1.9508 -5.8962 -2.7083
C -2.1770 -4.7475 -1.9486
C -1.5473 -3.5612 -2.2756
C -0.6823 -3.5046 -3.3599
C -0.4519 -4.6360 -4.1164
C -1.0914 -5.8280 -3.8005
S 0.2061 -1.9734 -3.6574
O -0.7900 -0.9270 -3.6925
O 1.0315 -2.1937 -4.8208
N 0.9787 -1.7460 -2.2939
C 1.8867 -2.5503 -1.7579
N 2.3473 -2.0996 -0.5497
C 3.2858 -2.8034 0.0438
C 3.7974 -3.9866 -0.4942
C 3.2344 -4.3863 -1.6971
N 2.2976 -3.7033 -2.3397
H -2.8638 -7.1511 -1.4102
H -2.0920 -7.9173 -2.6574
H -2.8322 -4.7903 -1.0850
H -1.7084 -2.6764 -1.6681
H 0.2513 -4.5770 -4.9379
H -0.9036 -6.7169 -4.3943
H 3.6509 -2.4073 0.9903
H 4.5741 -4.5575 -0.0058
H 3.5576 -5.3130 -2.1691
C -5.4700 -0.3957 3.0847
C -4.5063 0.0857 4.1645
N -3.5536 1.0793 3.6980
C -3.8844 2.4835 3.8789
C -4.5442 3.1282 2.6658
C -2.4122 0.6837 3.0362
S -1.2961 1.8378 2.5146
N -2.2749 -0.6590 2.9733
C -1.6526 -1.2643 1.9540
O -1.3522 -0.8068 0.8485
C -1.3455 -2.7301 2.1979
C -1.9606 -3.4672 3.2062
C -1.6664 -4.8132 3.3687
C -0.7458 -5.4334 2.5344
C -0.1227 -4.7029 1.5310
C -0.4274 -3.3608 1.3605
H -6.1275 -1.1778 3.4752
H -4.9039 -0.8082 2.2489
H -6.0963 0.4149 2.7087
H -3.9493 -0.7656 4.5510
H -5.0587 0.5338 4.9955
H -2.9655 3.0173 4.1149
H -4.5485 2.5501 4.7463
H -3.8621 3.1018 1.8162
H -4.7802 4.1751 2.8796
H -5.4703 2.6198 2.3913
H -2.6694 -2.9643 3.8503
H -2.1578 -5.3796 4.1521
H -0.5134 -6.4842 2.6683
H 0.6002 -5.1696 0.8719
H 0.0474 -2.7824 0.5765
C 1.0387 7.3214 -0.5519
C 1.4323 5.9038 -0.2489
C 1.1274 5.3053 0.9681
C 1.5178 3.9911 1.1934
N 2.1757 3.2581 0.3042
C 2.4580 3.8258 -0.8684
C 2.1161 5.1321 -1.1824
H 0.3672 7.7162 0.2117
H 0.5322 7.3872 -1.5165
H 1.9159 7.9716 -0.5980
H 0.5699 5.8397 1.7285
H 1.2653 3.4986 2.1285
H 2.9391 3.1954 -1.6034
H 2.3597 5.5231 -2.1642
*
```

The HOMO energy comes out at -2.215 eV. The gap between HOMO and LUMO is 5.70 eV.

Record 2
Entry from the OMol25 dataset: a structure of composition C47H43NO8P2Pd (ωB97M-V with the def2-TZVPD basis set).

ORCA input file:
```
! wB97M-V def2-TZVPD RIJCOSX def2/J DEFGRID3
* xyz -2 1
C 0.9105 -1.7953 -0.1999
C 0.6939 -1.3347 1.2151
N -0.6230 -0.8713 1.3669
O -0.9836 -0.1501 2.3417
O -1.4246 -1.2292 0.4491
H 1.9899 -1.8354 -0.3823
H 0.4805 -2.8031 -0.2254
H 0.4454 -1.2255 -1.0248
H 1.4399 -0.7055 1.6790
C -0.0579 -5.6469 10.5720
C -0.9462 -4.5757 10.4922
C -1.7147 -4.3890 9.3380
C -1.5218 -5.2829 8.2915
O -2.1209 -4.9796 7.0281
P -1.6227 -3.7721 6.0683
O -2.7805 -3.7886 4.9455
C -3.8301 -4.6777 4.7734
C -5.1101 -4.1342 4.7438
C -6.2026 -5.0003 4.6441
C -5.9885 -6.3777 4.5398
C -4.6888 -6.8956 4.5347
C -3.5902 -6.0402 4.6441
O -2.0091 -2.4585 6.9556
C -2.7484 -1.3276 6.5471
C -3.5704 -0.7693 7.5308
C -4.4056 0.2792 7.1711
C -4.3880 0.7785 5.8742
C -3.5073 0.2359 4.9190
C -2.6846 -0.8338 5.2504
Pd 0.5678 -3.6676 5.6115
P 1.8406 -5.5668 5.6770
O 2.2708 -5.9098 7.2181
C 3.1066 -6.9368 7.7257
C 4.1039 -6.5476 8.6323
C 5.0497 -7.5146 8.9900
C 4.9375 -8.8242 8.5319
C 3.8559 -9.2060 7.6986
C 2.9243 -8.2444 7.3318
O 1.2506 -6.9754 5.0994
C 1.6867 -7.6199 3.9298
C 1.9646 -8.9787 4.0315
C 2.7054 -9.5828 3.0086
C 3.0610 -8.8450 1.8791
C 2.6637 -7.5140 1.7419
C 1.9467 -6.8920 2.7704
O 3.2856 -5.5374 4.9399
C 4.5617 -5.2943 5.4785
C 5.5703 -6.1992 5.1508
C 6.8049 -6.0616 5.7819
C 7.0274 -4.9981 6.6601
C 6.0217 -4.0641 6.9110
C 4.7776 -4.1951 6.2968
C 1.6731 -1.9772 5.2326
C 1.3410 -0.9362 6.2517
C 1.7987 -1.0821 7.5908
C 1.3397 -0.2393 8.6166
C 0.4580 0.8005 8.3430
C 0.0603 1.0074 7.0259
C 0.5314 0.1952 5.9815
C 1.0340 -1.9733 3.8952
C 1.4296 -2.7207 2.7112
C -0.6949 -6.3925 8.3634
C 0.0596 -6.5636 9.5401
H 0.5457 -5.7745 11.4873
H -1.0705 -3.8827 11.3155
H -2.4516 -3.5957 9.2517
H -5.2243 -3.0474 4.8235
H -7.2152 -4.5842 4.6393
H -6.8430 -7.0567 4.4729
H -4.5244 -7.9746 4.4458
H -2.5678 -6.4193 4.6207
H -3.5358 -1.1977 8.5315
H -5.0697 0.6935 7.9179
H -5.0450 1.5954 5.5861
H -3.4584 0.6363 3.9028
H -1.9955 -1.2572 4.5154
H 4.1322 -5.5367 8.9900
H 5.8724 -7.2274 9.6571
H 5.6697 -9.5805 8.8254
H 3.7421 -10.2255 7.3569
H 2.0290 -8.5054 6.7372
H 1.6611 -9.5214 4.9228
H 2.9949 -10.6383 3.1136
H 3.6490 -9.3144 1.0829
H 2.9111 -6.9404 0.8444
H 1.6042 -5.8503 2.6847
H 5.3578 -7.0106 4.4497
H 7.6041 -6.7826 5.5688
H 8.0014 -4.9034 7.1674
H 6.1999 -3.2222 7.5853
H 3.9672 -3.4782 6.4713
H 2.7478 -2.2454 5.2625
H 2.4686 -1.9316 7.8129
H 1.6796 -0.4219 9.6351
H 0.1064 1.4399 9.1330
H -0.6360 1.8148 6.7880
H 0.2188 0.3917 4.9498
H 0.2891 -1.1584 3.7854
H 2.3031 -3.4385 3.0103
H 0.6202 -3.2319 2.1963
H -0.6426 -7.0957 7.5461
H 0.7138 -7.4252 9.6213
*
```

The HOMO energy comes out at 1.038 eV. The gap between HOMO and LUMO is 2.79 eV.

Record 3
Entry from the OMol25 dataset: a structure of composition C47H44CoN3O4P3S2 (ωB97M-V with the def2-TZVPD basis set).

ORCA input file:
```
! wB97M-V def2-TZVPD RIJCOSX def2/J DEFGRID3
* xyz -1 3
Co 1.8029 0.5580 0.6895
C 4.7816 -0.4766 -2.2724
C 3.6024 -0.1702 -1.5921
N 3.3334 -0.2218 -0.1415
C 4.3559 -0.6366 0.6135
C 5.5074 -1.2148 0.1095
C 5.7991 -1.0942 -1.2613
C 6.5325 -1.4051 1.0013
C 6.2377 -1.2783 2.4674
C 5.1168 -0.7588 2.9081
C 4.1229 -0.2640 2.0166
N 2.9706 0.3373 2.1572
C 2.4459 0.7681 3.4051
C 2.7245 0.4128 4.7449
C 2.1553 1.0432 5.9121
C 1.0579 1.8451 5.7276
C 0.4496 1.9025 4.4091
C -0.8554 2.3606 4.1690
C -1.4861 2.2966 2.9714
C -0.6788 1.8442 1.9336
N 0.5757 1.4416 2.0095
C 1.2270 1.5175 3.2812
H 4.6878 -0.9128 -3.2493
H 2.5237 -0.6494 -2.7356
H 6.6122 -1.1315 -1.7070
H 7.4562 -1.5892 0.6728
H 7.0150 -1.6485 3.2369
H 4.7732 -0.6641 3.8162
H 3.7098 -0.2391 4.9633
H 2.6106 0.9242 6.7915
H 0.3628 2.3155 6.4602
H -1.6747 2.9724 5.1739
H -2.4110 2.8181 2.6396
H -0.6681 1.9492 0.7555
C -6.1798 -1.9407 3.4827
C -5.2875 -2.3365 2.3278
O -3.8877 -2.1750 2.5447
P -3.1212 -0.7447 2.5609
S -1.2394 -1.1769 2.8666
S -3.7191 0.2967 0.9886
O -3.7589 0.0568 3.8220
C -3.5059 -0.5755 5.1312
C -2.5334 0.3086 5.9570
H -7.2378 -2.0720 3.3003
H -6.0586 -0.8833 3.7707
H -5.8860 -2.5553 4.3715
H -5.5513 -1.7606 1.4031
H -5.3504 -3.4268 2.1111
H -3.0005 -1.5684 4.9989
H -4.4465 -0.6863 5.6371
H -1.5699 0.1015 5.6911
H -2.5805 0.1452 7.0322
H -2.8179 1.3100 5.9958
O 1.1109 1.9413 -0.6300
P 0.2393 1.9396 -1.7723
C -0.8820 0.5560 -1.9982
P -0.3041 -1.1117 -1.3800
O 0.3878 -1.0055 -0.0465
C -1.8210 -2.1090 -1.3131
C -2.5292 -2.3688 -2.5176
C -3.5218 -3.3598 -2.5354
C -3.8380 -4.0677 -1.3678
C -3.1640 -3.7762 -0.2117
C -2.1489 -2.8018 -0.1607
C 0.6865 -1.8263 -2.7022
C 1.5907 -2.8665 -2.4782
C 2.3038 -3.4789 -3.5002
C 2.2318 -2.9496 -4.7721
C 1.2785 -1.9027 -5.0225
C 0.4741 -1.4059 -4.0257
C 1.2770 1.9769 -3.2944
C 0.7731 1.8129 -4.6539
C 1.6648 1.7535 -5.6660
C 3.0492 1.9653 -5.4806
C 3.5282 2.3132 -4.2225
C 2.5691 2.3579 -3.1468
C -0.9524 3.2544 -2.0082
C -2.1053 3.2165 -1.2320
C -3.3079 3.8648 -1.5947
C -3.3734 4.4991 -2.8460
C -2.2315 4.5117 -3.6919
C -1.0516 3.9076 -3.2744
H -1.4396 0.4657 -2.8598
H -1.5494 0.7241 -1.3016
H -2.2681 -1.8395 -3.4091
H -4.1208 -3.5136 -3.4638
H -4.5951 -4.8067 -1.3415
H -3.3355 -4.3706 0.6596
H -1.6521 -2.6294 0.7475
H 1.8212 -3.1895 -1.4021
H 3.0119 -4.3645 -3.3963
H 2.8320 -3.2862 -5.6573
H 1.0641 -1.6058 -5.8929
H -0.1773 -0.6186 -4.3413
H -0.2342 1.7493 -4.8052
H 1.3450 1.6063 -6.6094
H 3.8752 1.9800 -6.1662
H 4.6627 2.5183 -4.0637
H 2.7526 2.7732 -2.1911
H -2.2477 2.7106 -0.3509
H -4.0261 3.7525 -0.8225
H -4.1976 5.0220 -3.2923
H -2.2635 5.0283 -4.6041
H -0.2358 3.7854 -3.9615
*
```

The HOMO energy (alpha / beta) comes out at -2.285 / -3.251 eV. The gap between HOMO and LUMO (alpha / beta) is 4.30 / 5.27 eV.

Record 4
Entry from the OMol25 dataset: a structure of composition C47H44FeNSi (ωB97M-V with the def2-TZVPD basis set).

ORCA input file:
```
! wB97M-V def2-TZVPD RIJCOSX def2/J DEFGRID3
* xyz -1 5
C 0.7947 -1.8006 1.1188
C -0.3720 -1.3305 1.7190
C -0.8989 -0.0841 1.3683
C -0.2956 0.6630 0.3445
Si -0.8650 2.3939 -0.0254
C -0.5394 2.7571 -1.8313
C -1.5861 2.8122 -2.7670
C -1.3185 3.0327 -4.1246
C -0.0023 3.2107 -4.5613
C 1.0443 3.1764 -3.6355
C 0.7798 2.9375 -2.2810
C -2.7023 2.5619 0.2668
C -3.6027 1.5642 -0.1508
C -4.9794 1.7014 0.0791
C -5.4747 2.8487 0.7093
C -4.5907 3.8635 1.0902
C -3.2137 3.7216 0.8694
C 0.1531 3.6114 1.0647
C 0.1800 5.0215 0.4414
C 1.6433 5.4270 0.2952
C 2.4826 4.3287 0.9559
N 1.5318 3.3268 1.4289
C 1.9306 2.2298 2.1116
C 3.2575 1.9658 2.3943
C 3.8508 0.6558 2.5328
C 5.2187 0.4069 2.2294
C 5.7465 -0.8738 2.3174
C 4.9001 -1.9623 2.6056
C 3.5290 -1.7266 2.7427
C 3.0571 -0.4432 2.9132
C 0.7901 0.1135 -0.3544
C 1.3803 -1.0754 0.0801
H 1.2388 -2.7371 1.4559
H -0.8793 -1.9423 2.4662
H -1.7724 0.3065 1.8961
H -2.6165 2.6765 -2.4305
H -2.1418 3.0589 -4.8400
H 0.2094 3.3763 -5.6172
H 2.0787 3.3234 -3.9491
H 1.6183 2.8758 -1.5776
H -3.2361 0.6721 -0.6635
H -5.6663 0.9148 -0.2389
H -6.5443 2.9582 0.8997
H -4.9685 4.7747 1.5602
H -2.5277 4.5205 1.1627
H -0.4866 3.5655 1.9601
H -0.3499 5.0881 -0.5136
H -0.3276 5.6804 1.1449
H 1.9349 5.5259 -0.7523
H 1.8279 6.3733 0.8005
H 3.1771 3.8902 0.2212
H 3.1020 4.7129 1.7803
H 1.1399 1.5071 2.3554
H 3.9559 2.8071 2.2943
H 5.8305 1.2511 1.9075
H 6.8070 -1.0377 2.1473
H 5.2856 -2.9825 2.7280
H 2.8253 -2.5586 2.7230
H 2.0509 -0.2404 3.2815
H 1.1900 0.6247 -1.2307
H 2.2995 -1.4322 -0.3909
C -2.7089 -2.7507 7.9832
C -1.6106 -3.6693 8.2233
C -0.3703 -2.9047 8.1974
C -0.7109 -1.5210 7.9348
C -2.1478 -1.4283 7.7764
Fe -1.4165 -2.7489 6.5047
C -2.5369 -2.6028 4.8616
C -2.0854 -3.9787 5.0742
C -0.6486 -3.9766 5.1537
C -0.1580 -2.5970 4.9791
C 1.1360 -1.9859 5.1374
C 2.3035 -2.7438 5.5030
C 3.2909 -2.2239 6.3949
C 4.3671 -3.0010 6.8089
C 4.5332 -4.3002 6.3126
C 3.6495 -4.7866 5.3407
C 2.5330 -4.0416 4.9508
C -1.3781 -1.7580 4.8431
H -3.7709 -2.9930 8.0192
H -1.7113 -4.7188 8.4788
H 0.6136 -3.2831 8.4600
H -0.0279 -0.6752 7.9779
H -2.7265 -0.5174 7.6462
H -3.5813 -2.2951 4.7215
H -2.7376 -4.8568 5.0762
H -0.0034 -4.8427 5.2572
H 1.0952 -0.9080 5.3534
H 3.1526 -1.2155 6.7982
H 5.0702 -2.6136 7.5579
H 5.3260 -4.9412 6.7140
H 3.8013 -5.7733 4.9136
H 1.8251 -4.4464 4.2182
H -1.3195 -0.6864 4.6486
*
```

The HOMO energy (alpha / beta) comes out at -0.764 / -2.973 eV. The gap between HOMO and LUMO (alpha / beta) is 2.88 / 4.00 eV.